The following is a quantum chemistry calculation of one molecule with the formula C11H20NO4P, from the OMol25 dataset.

Each atom is followed by the atoms it is bonded to, with distances in Å.
Geometry (Å):
1 C -1.64 0.14 2.16  H8 1.095, H17 1.122, H26 1.197, C33 1.551
2 C -0.06 -0.81 -1.79  H13 1.075, H19 1.103, C31 1.617, C35 1.540
3 C 1.77 3.21 -1.58  H5 1.118, H12 1.133, P15 1.841, H18 1.131
4 N 0.89 -2.75 -4.52  C36 1.190
5 H 2.07 3.52 -2.61  C3 1.118
6 O -0.11 -3.27 -1.06  C10 1.370, C35 1.532
7 O -0.50 1.86 -0.17  C11 1.434, P15 1.624
8 H -2.14 0.02 3.13  C1 1.095
9 H 1.07 2.05 1.21  C11 1.157
10 C 0.10 -3.27 0.29  O6 1.370, C14 1.479, O21 1.236
11 C 0.17 1.36 0.99  O7 1.434, H9 1.157, H20 1.090, C33 1.540
12 H 2.66 2.65 -1.14  C3 1.133
13 H -0.73 -0.69 -0.97  C2 1.075
14 C -0.80 -4.15 1.07  C10 1.479, H25 1.114, H29 1.070, H30 1.079
15 P 0.39 1.99 -1.52  C3 1.841, O7 1.624, O22 1.437, C31 1.802
16 H 1.54 0.32 -2.72  C31 1.068
17 H -2.47 0.34 1.43  C1 1.122
18 H 1.39 4.12 -1.03  C3 1.131
19 H -0.70 -0.76 -2.69  C2 1.103
20 H 0.67 0.41 0.82  C11 1.090
21 O 0.88 -2.54 0.93  C10 1.236
22 O -0.52 2.33 -2.58  P15 1.437
23 H -1.99 2.95 1.98  C28 1.084
24 H -1.50 2.78 3.68  C28 1.152
25 H -0.29 -4.63 1.94  C14 1.114
26 H -1.10 -0.84 1.75  C1 1.197
27 H -0.05 1.08 3.18  C33 1.096
28 C -1.13 2.69 2.59  H23 1.084, H24 1.152, C33 1.474, H34 1.078
29 H -1.54 -3.49 1.47  C14 1.070
30 H -1.14 -4.95 0.44  C14 1.079
31 C 1.08 0.34 -1.76  C2 1.617, P15 1.802, H16 1.068, H32 1.045
32 H 1.74 0.06 -1.00  C31 1.045
33 C -0.65 1.33 2.30  C1 1.551, C11 1.540, H27 1.096, C28 1.474
34 H -0.38 3.43 2.37  C28 1.078
35 C 0.62 -2.19 -1.86  C2 1.540, O6 1.532, C36 1.541, H37 1.083
36 C 0.81 -2.55 -3.35  N4 1.190, C35 1.541
37 H 1.59 -2.11 -1.38  C35 1.083

For the orbital gap, the calculation gives 10.6 eV. The energy relative to the best compared isomer or geometry (same formula, charge and spin) comes out at 35.4 kcal/mol. Its HOMO energy is -10.05 eV. The SMILES is CC(=O)O[C@@H](C#N)CC[P@@](C)(=O)OCC(C)C.